#i
The following is a DFT calculation (ωB97M-V with the def2-TZVPD basis set) of the molecule C5H11NS.

Each line ends with the Mulliken charge.
Element x y z (Å)
C 1.10 -1.20 -0.61  -1.67
C -0.13 -0.39 -0.32  1.11
C -0.06 0.60 0.62  -0.48
C 1.17 1.00 1.44  -0.58
S 1.51 2.80 1.40  -0.24
C -1.33 -0.71 -1.09  -0.81
N -2.62 -0.63 -0.49  -0.57
H 1.06 -1.78 -1.49  0.45
H 1.33 -1.87 0.25  0.31
H 1.93 -0.51 -0.80  0.37
H -0.92 1.26 0.71  0.21
H 1.01 0.79 2.49  0.32
H 2.02 0.41 1.05  0.28
H 1.87 3.09 0.16  0.12
H -1.31 -0.08 -2.01  0.27
H -1.18 -1.74 -1.50  0.40
H -2.70 -1.30 0.27  0.27
H -2.76 0.28 -0.07  0.27

As for the HOMO-LUMO gap: 9.66 eV. For the highest occupied orbital energy, the calculation gives -8.81 eV. The total charge is 0. The SMILES is C/C(=C\CS)CN.

***

#ii
The following is a DFT calculation (ωB97M-V with the def2-TZVPD basis set) of the molecule C5H11NS.

Each line ends with the Mulliken charge.
Element x y z (Å)
C 1.58 0.51 0.86  -1.72
C 0.26 0.15 0.24  1.38
C -0.92 0.21 1.26  -1.03
S -2.57 -0.05 0.60  -0.19
C 0.19 -1.25 -0.46  -0.84
C 0.03 -0.49 -1.74  -0.42
N 0.08 0.82 -1.05  -0.64
H 1.89 -0.11 1.72  0.36
H 2.41 0.59 0.18  0.40
H 1.45 1.47 1.31  0.42
H -0.63 -0.58 1.95  0.43
H -0.83 1.22 1.73  0.36
H -2.70 1.10 -0.07  0.11
H 1.17 -1.76 -0.35  0.30
H -0.63 -1.96 -0.27  0.30
H -0.83 -0.65 -2.36  0.26
H 0.91 -0.50 -2.45  0.22
H -0.87 1.27 -1.11  0.30

As for the HOMO-LUMO gap: 9.80 eV. For the highest occupied orbital energy, the calculation gives -8.99 eV. The total charge is 0. The SMILES is C[C@]1(CS)CCN1.

***

Verdict on stability: #i comes out on top.

***

#i
The following is a DFT calculation (ωB97M-V with the def2-TZVPD basis set) of the molecule C8H13NO2.

Each line ends with the Mulliken charge.
Element x y z (Å)
C -0.43 1.96 -0.90  -1.31
C -0.44 0.58 -0.36  0.99
C -1.02 -0.53 -1.15  -1.33
C -1.58 -0.15 0.20  -0.44
C -1.11 -0.84 1.49  -0.93
N 0.31 -1.05 1.35  -0.53
C 0.90 -0.08 0.47  1.58
C 2.13 -0.40 -0.31  -1.97
C 1.36 1.17 1.35  0.07
O 1.67 2.24 0.93  -0.59
O 1.38 0.94 2.67  -0.54
H 0.15 2.73 -0.44  0.38
H -1.50 2.20 -0.86  0.35
H -0.11 1.91 -2.05  0.20
H -0.62 -1.52 -1.19  0.19
H -1.47 -0.32 -2.01  0.51
H -2.60 0.13 0.21  0.46
H -1.16 -0.01 2.39  0.20
H -1.52 -1.70 1.78  0.60
H 0.53 -2.04 1.18  0.31
H 1.79 -0.76 -1.22  0.43
H 2.56 -1.19 0.12  0.55
H 2.87 0.40 -0.50  0.37
H 1.39 -0.02 2.73  0.44

As for the HOMO-LUMO gap: 9.77 eV. For the highest occupied orbital energy, the calculation gives -9.00 eV. The total charge is 0. The SMILES is C[C@]12C[C@H]1CN[C@]2(C)C(=O)O.

***

#ii
The following is a DFT calculation (ωB97M-V with the def2-TZVPD basis set) of the molecule C8H13NO2.

Each line ends with the Mulliken charge.
Element x y z (Å)
C -1.88 1.82 0.26  -0.03
C -2.57 -1.10 -0.98  -0.05
C -2.94 -0.30 0.21  -0.10
C -0.11 0.47 -0.37  -0.80
C 2.22 1.08 0.30  -1.67
C 1.83 -0.93 -1.06  -1.75
C 0.94 -0.72 1.36  -1.53
C 1.30 0.06 0.03  1.77
N -2.82 1.00 0.49  -0.47
O -2.63 -2.32 -0.95  -0.52
O -0.58 1.66 -0.05  -0.33
H -2.09 2.79 0.67  0.41
H -2.13 -0.59 -1.88  0.46
H -3.58 -0.71 0.98  0.42
H -0.56 -0.22 -1.05  0.52
H 3.25 0.81 0.67  0.34
H 1.75 1.84 0.97  0.34
H 2.28 1.60 -0.60  0.48
H 1.09 -1.68 -1.05  0.47
H 1.77 -0.57 -2.08  0.38
H 2.79 -1.26 -0.76  0.45
H 1.90 -1.15 1.56  0.49
H 0.12 -1.43 1.12  0.35
H 0.63 -0.13 2.19  0.37

As for the HOMO-LUMO gap (alpha / beta): 8.16 / 6.86 eV. For the highest occupied orbital energy (alpha / beta), the calculation gives -7.91 / -7.62 eV. The total charge is 0.

***

Verdict on stability: #i comes out on top.

***

#i
The following is a DFT calculation (ωB97M-V with the def2-TZVPD basis set) of a structure of composition C43H38BFN14O4Ti.

Each line ends with the Mulliken charge.
Element x y z (Å)
Ti -0.39 -0.34 0.02  -0.03
C -5.02 1.92 2.66  -0.58
C -4.18 0.88 3.19  -0.41
N -2.88 0.84 3.23  -0.60
C -2.26 1.76 2.48  -0.02
C -3.16 2.75 1.69  0.13
N -4.47 2.85 1.85  -0.58
C -0.66 1.86 2.30  1.08
C -0.30 3.26 2.35  -1.35
C 1.05 3.51 2.11  0.41
C 2.01 2.40 2.16  -1.06
C 1.47 1.12 2.00  1.31
N 0.08 0.87 1.83  0.73
C 2.54 -0.05 2.17  -0.09
C 3.47 -0.25 1.09  -0.14
N 4.19 -1.27 1.21  -0.61
C 3.96 -2.25 2.18  -0.66
C 2.78 -2.05 3.08  -0.17
N 2.07 -0.95 3.00  -0.43
C 1.79 4.79 2.13  1.23
C 0.83 6.06 2.02  -0.90
C 1.45 7.26 1.92  -0.29
N 3.18 7.43 1.75  -0.72
C 3.70 6.23 1.60  -0.54
C 3.08 5.00 1.90  -0.56
H -6.16 1.98 2.77  0.32
H -4.67 -0.01 3.45  0.65
H -2.74 3.53 0.86  0.21
H -1.02 3.90 2.78  0.87
H 3.23 2.66 2.44  -0.12
H 3.58 0.62 0.47  0.52
H 4.41 -3.19 2.24  0.46
H 2.38 -2.76 4.08  0.23
H -0.26 5.95 1.94  0.17
H 0.89 8.31 1.75  0.26
H 4.70 6.22 1.80  0.44
H 3.80 4.72 2.52  0.21
B -1.00 -4.00 -0.30  0.53
N -1.27 -3.43 1.07  -0.36
C -1.77 -4.10 2.21  -0.61
C -1.57 -3.21 3.26  -1.29
C -0.91 -2.11 2.71  0.06
N -0.74 -2.26 1.41  1.26
N -1.62 -3.28 -1.49  -0.70
C -2.36 -3.80 -2.54  -0.55
C -2.50 -2.77 -3.42  -1.47
C -1.74 -1.70 -2.86  -0.17
N -1.19 -2.03 -1.71  1.17
H -1.29 -5.21 -0.48  -0.26
H 0.31 -3.95 -0.55  -0.31
H -2.37 -4.94 2.08  0.53
H -1.96 -3.36 4.27  0.35
H -0.85 -1.04 3.20  0.06
H -2.61 -4.79 -2.44  0.62
H -2.96 -2.83 -4.38  0.46
H -1.73 -0.70 -3.30  0.26
F 5.46 -2.94 -4.98  -0.33
C 5.33 -3.45 -3.79  0.15
C 4.21 -3.12 -3.10  -0.13
N 4.04 -3.61 -1.84  0.20
C 2.84 -3.19 -1.05  -0.93
C 2.25 -1.87 -1.34  0.49
O 2.52 -1.10 -2.29  -0.86
O 1.33 -1.54 -0.45  0.82
C 4.98 -4.35 -1.16  0.46
O 4.86 -4.76 0.01  -0.66
N 5.99 -4.72 -1.98  -0.05
C 6.42 -4.29 -3.24  0.17
O 7.46 -4.60 -3.78  -0.67
H 3.53 -2.37 -3.41  0.69
H 3.16 -3.36 -0.01  0.03
H 2.05 -3.90 -1.17  0.03
H 6.77 -5.31 -1.59  0.29
C 1.32 3.08 -3.20  -0.57
C 1.05 1.75 -3.67  -1.38
C 0.71 0.92 -2.67  0.59
N 0.54 1.14 -1.40  1.20
C 0.90 2.51 -0.96  -0.58
C 1.13 3.48 -1.90  -0.78
H 1.42 3.97 -3.81  0.34
H 1.08 1.67 -4.73  0.48
H 0.50 -0.18 -3.08  -0.10
H 0.82 2.42 0.09  0.16
H 1.11 4.49 -1.56  0.55
C -2.74 2.12 -2.15  -1.33
C -3.74 1.41 -1.23  0.57
C -5.16 1.73 -1.47  -0.74
C -6.14 0.89 -0.92  -1.39
C -5.69 -0.29 -0.38  -0.22
C -4.41 -0.56 0.00  0.82
C -4.14 -1.87 0.75  -0.55
C -3.33 0.37 -0.36  0.26
N -2.04 0.22 0.03  0.36
H -3.01 1.77 -3.22  0.32
H -1.61 2.00 -1.80  -0.40
H -2.96 3.24 -2.08  0.49
H -5.30 2.58 -2.14  0.38
H -7.10 1.18 -1.10  0.52
H -6.45 -1.06 -0.12  0.18
H -4.84 -2.65 0.37  0.40
H -4.23 -1.73 1.82  0.15
H -3.24 -2.21 0.29  -0.42

As for the HOMO-LUMO gap (alpha / beta): 5.24 / 5.76 eV. For the highest occupied orbital energy (alpha / beta), the calculation gives -1.11 / -1.90 eV. The total charge is -2. As for the multiplicity: 3.

***

#ii
The following is a DFT calculation (ωB97M-V with the def2-TZVPD basis set) of a structure of composition C43H38BFN14O4Ti.

Each line ends with the Mulliken charge.
Element x y z (Å)
Ti 1.17 0.42 -1.27  -0.71
C 3.94 -1.19 -4.15  -0.83
C 3.41 -0.49 -3.12  -0.38
N 2.09 -0.56 -2.81  0.94
C 1.31 -1.35 -3.62  -0.49
C 1.92 -2.02 -4.74  -0.01
N 3.20 -1.97 -5.04  -0.79
C -0.10 -1.33 -3.36  0.80
C -1.12 -2.10 -3.98  -1.25
C -2.42 -1.97 -3.50  1.01
C -2.72 -1.08 -2.50  -1.07
C -1.71 -0.35 -1.90  -1.07
N -0.40 -0.58 -2.25  1.65
C -1.93 0.80 -1.07  0.34
C -3.19 1.27 -0.53  -0.33
N -3.36 2.51 -0.11  -0.57
C -2.28 3.33 -0.12  -1.00
C -1.04 2.82 -0.42  -0.09
N -0.84 1.58 -0.88  1.03
C -3.55 -2.76 -4.05  0.12
C -4.67 -3.21 -3.29  -0.43
C -5.67 -3.92 -3.94  -0.37
N -5.67 -4.17 -5.25  -0.71
C -4.60 -3.77 -5.91  -0.33
C -3.52 -3.10 -5.43  -0.79
H 5.00 -1.02 -4.34  0.38
H 4.00 0.15 -2.49  0.28
H 1.25 -2.64 -5.34  0.28
H -0.94 -2.83 -4.74  0.59
H -3.75 -0.95 -2.30  0.98
H -4.00 0.62 -0.40  0.41
H -2.38 4.37 0.14  0.40
H -0.18 3.48 -0.30  0.18
H -4.73 -3.06 -2.23  0.45
H -6.51 -4.24 -3.35  0.36
H -4.67 -4.06 -6.96  0.37
H -2.69 -2.79 -6.04  0.46
B 3.36 3.38 -1.10  0.11
N 2.65 2.96 0.22  -0.19
C 2.97 3.43 1.45  -0.63
C 2.08 2.89 2.37  -1.08
C 1.27 2.04 1.62  -1.89
N 1.62 2.10 0.33  1.54
N 2.36 3.34 -2.22  -0.56
C 2.12 4.30 -3.15  -0.36
C 1.33 3.77 -4.14  -1.22
C 1.06 2.45 -3.68  -0.38
N 1.71 2.23 -2.55  0.90
H 4.23 2.60 -1.42  -0.16
H 3.73 4.50 -0.99  -0.20
H 3.79 4.14 1.57  0.31
H 2.13 2.99 3.43  0.49
H 0.49 1.42 1.96  1.29
H 2.57 5.28 -3.08  0.39
H 0.95 4.28 -5.01  0.42
H 0.50 1.69 -4.19  0.49
F -2.76 -0.31 7.92  -0.35
C -2.58 0.90 7.29  0.31
C -3.03 1.11 6.07  -0.16
N -3.05 2.33 5.48  0.19
C -3.46 2.43 4.07  -0.60
C -2.96 1.15 3.32  0.56
O -3.80 0.70 2.52  -0.77
O -1.78 0.82 3.59  -0.60
C -2.44 3.43 6.10  0.38
O -2.47 4.58 5.73  -0.66
N -1.80 3.11 7.31  -0.09
C -1.90 1.93 8.07  0.29
O -1.40 1.85 9.18  -0.68
H -3.42 0.30 5.51  0.50
H -2.89 3.24 3.62  0.31
H -4.52 2.55 3.96  0.18
H -1.49 3.97 7.79  0.25
C -1.29 -2.74 3.11  -0.43
C -0.12 -1.99 3.14  -1.41
C 0.23 -1.28 2.02  -0.02
N -0.55 -1.20 0.94  1.37
C -1.62 -1.93 0.91  -0.02
C -2.03 -2.79 1.97  -1.02
H -1.60 -3.28 4.00  0.38
H 0.50 -1.95 4.02  0.48
H 1.15 -0.72 1.95  0.13
H -2.21 -1.90 0.00  0.07
H -2.96 -3.34 1.86  0.42
C 4.24 0.53 1.33  -0.58
C 4.27 -0.89 0.86  0.62
C 5.33 -1.73 1.15  -0.54
C 5.29 -3.09 0.86  -0.88
C 4.12 -3.59 0.28  -0.85
C 3.03 -2.79 -0.04  0.63
C 1.79 -3.43 -0.63  -0.95
C 3.13 -1.40 0.16  -0.18
N 2.14 -0.54 -0.24  0.74
H 4.93 0.72 2.15  0.43
H 4.43 1.26 0.52  0.07
H 3.25 0.75 1.74  -0.19
H 6.18 -1.29 1.68  0.36
H 6.11 -3.73 1.15  0.40
H 4.09 -4.65 0.11  0.50
H 1.96 -4.13 -1.48  0.36
H 1.13 -2.67 -1.01  -0.40
H 1.25 -3.96 0.16  0.36

As for the HOMO-LUMO gap (alpha / beta): 4.69 / 6.65 eV. For the highest occupied orbital energy (alpha / beta), the calculation gives -0.66 / -2.91 eV. The total charge is -2. As for the multiplicity: 3.

***

Verdict on stability: #ii comes out on top.

***

#i
The following is a DFT calculation (ωB97M-V with the def2-TZVPD basis set) of a cluster of 2 separate species, C4H11NO in total.

Each line ends with the Mulliken charge.
Element x y z (Å)
C 0.02 1.74 -0.35  -1.95
N 0.95 -0.41 1.55  -1.01
C 1.73 0.09 0.52  -1.68
C 1.40 1.13 -0.27  1.27
C 2.97 -0.69 0.26  -1.81
H -0.31 2.28 0.56  0.42
H -0.69 0.94 -0.54  0.65
H 0.04 2.51 -1.13  0.45
H 0.34 0.24 2.02  0.52
H 1.50 -1.03 2.13  0.65
H 2.16 1.55 -0.91  0.51
H 2.77 -1.76 0.34  0.55
H 3.47 -0.45 -0.68  0.44
H 3.73 -0.48 1.03  0.40
H -6.23 -2.27 -2.00  0.67
H -6.99 -1.83 -0.81  0.65
O -6.84 -1.57 -1.73  -1.72

As for the HOMO-LUMO gap (alpha / beta): 1.83 / 8.38 eV. For the highest occupied orbital energy (alpha / beta), the calculation gives 1.41 / -4.65 eV. The total charge is -1. As for the multiplicity: 2.

***

#ii
The following is a DFT calculation (ωB97M-V with the def2-TZVPD basis set) of a cluster of 2 separate species, C4H11NO in total.

Each line ends with the Mulliken charge.
Element x y z (Å)
C 1.59 -0.03 0.48  -0.81
C 2.91 -0.06 0.93  -0.55
N 0.58 -0.72 1.24  -1.18
H 1.46 0.32 -0.54  0.09
H 3.72 0.37 0.36  0.33
H 3.12 -0.26 1.97  0.30
H 0.61 -1.75 1.27  0.50
H 0.55 -0.28 2.14  0.29
H -0.77 -0.22 0.76  0.45
C -1.85 0.88 -0.57  -0.44
O -1.74 0.23 0.69  -0.50
C -1.58 -0.17 -1.70  -0.88
H -1.13 1.70 -0.66  0.35
H -2.90 1.17 -0.55  0.26
H -1.59 0.34 -2.67  0.28
H -2.36 -0.92 -1.80  0.26
H -0.64 -0.60 -1.36  0.26

As for the HOMO-LUMO gap (alpha / beta): 3.31 / 7.90 eV. For the highest occupied orbital energy (alpha / beta), the calculation gives 0.79 / -3.88 eV. The total charge is -1. As for the multiplicity: 2.

***

Verdict on stability: #i comes out on top.

***

#i
The following is a DFT calculation (ωB97M-V with the def2-TZVPD basis set) of a cluster of 2 separate species, C6H16O in total.

Each line ends with the Mulliken charge.
Element x y z (Å)
C 0.34 -2.59 -0.41  -1.30
C -0.25 -1.13 -0.19  -0.74
C 0.78 -0.05 0.55  0.55
C 2.20 0.09 0.07  -1.24
C 0.00 1.24 0.75  -0.21
C 0.25 2.36 -0.32  -1.32
H 0.52 -2.90 0.61  0.34
H -0.35 -3.23 -0.78  0.46
H 1.43 -2.51 -0.87  0.20
H -1.05 -1.16 0.62  0.37
H -0.35 -0.61 -1.06  0.48
H 0.86 -0.59 1.68  0.20
H 2.36 0.90 -0.72  0.22
H 2.87 -0.84 -0.01  0.37
H 2.78 0.72 1.03  0.26
H -1.13 1.15 0.63  -0.05
H 0.08 1.57 1.83  0.38
H 0.05 1.81 -1.27  0.29
H -0.43 3.15 -0.30  0.43
H 1.26 2.68 -0.28  0.32
O -2.77 0.00 -0.40  -0.52
H -3.17 0.80 -0.14  0.26
H -3.52 -0.49 -0.46  0.24

As for the HOMO-LUMO gap: 9.97 eV. For the highest occupied orbital energy, the calculation gives -9.33 eV. The total charge is 0. The SMILES is CCC(C)CC.O.

***

#ii
The following is a DFT calculation (ωB97M-V with the def2-TZVPD basis set) of a cluster of 2 separate species, C6H16O in total.

Each line ends with the Mulliken charge.
Element x y z (Å)
C 1.05 -1.52 -0.86  -1.26
C 0.13 -1.81 0.34  -0.27
C -1.33 -1.54 0.07  -0.78
C -1.68 -0.25 -0.65  -0.83
C -1.40 1.06 0.04  -0.11
C -1.91 1.10 1.48  -1.26
H 1.01 -2.30 -1.61  0.32
H 2.09 -1.36 -0.54  0.35
H 0.81 -0.55 -1.30  0.31
H 0.54 -1.12 1.07  0.20
H 0.39 -2.83 0.62  0.37
H -1.93 -1.57 0.98  0.37
H -1.84 -2.36 -0.43  0.37
H -1.26 -0.31 -1.66  0.39
H -2.73 -0.34 -0.94  0.38
H -1.84 1.92 -0.47  0.37
H -0.31 1.25 0.08  0.12
H -2.97 0.89 1.60  0.30
H -1.36 0.36 2.07  0.28
H -1.64 2.05 1.96  0.39
O 4.27 2.46 -0.46  -0.64
H 3.61 2.92 0.08  0.32
H 3.87 1.57 -0.53  0.32

As for the HOMO-LUMO gap: 11.44 eV. For the highest occupied orbital energy, the calculation gives -10.86 eV. The total charge is 0. The SMILES is CCCCCC.O.

***

Verdict on stability: #ii comes out on top.